# 1
# C3H10N4

C3H10N4 in the gas phase (ωB97M-V/def2-TZVPD, OMol25).

The LUMO energy is 1.0 eV. As for the SMILES: C/C(=N/N)N(C)N. The electronic energy is -9231.761 eV. The calculation puts the energy above the lowest of the compared OMol25 structures with the same formula, charge and spin at 42.0 kcal/mol. The strongest force on any atom comes out at 0.00710 hartree/bohr. Its charge is 0.

Geometry (Å):
C1 -0.236188 2.010336 0.240256
C2 0.421954 0.693261 -0.057052
N1 1.696587 0.625782 -0.061244
N2 2.259476 -0.611412 -0.355564
N3 -0.388834 -0.443008 -0.338528
C3 -0.362692 -1.473096 0.696466
N4 -1.689241 -0.101179 -0.770336
H1 -0.811552 2.364550 -0.618596
H2 -0.937806 1.918640 1.080426
H3 0.535532 2.739273 0.499517
H4 1.709090 -1.105703 -1.061485
H5 3.192262 -0.437082 -0.706169
H6 -0.811165 -2.392402 0.302151
H7 -0.928343 -1.163132 1.592862
H8 0.672014 -1.681169 0.980193
H9 -2.337198 -0.139313 0.017648
H10 -1.983900 -0.804350 -1.440546

Force components x, y, z for each atom (eV/Å):
0.01 0.03 0.07
0.12 0.08 0.03
-0.35 0.06 0.06
0.09 -0.07 -0.21
0.23 0.05 0.04
0.02 -0.11 0.06
-0.18 -0.14 0.03
0.10 -0.04 0.10
0.11 0.00 -0.12
-0.14 -0.15 -0.07
0.05 0.02 0.10
-0.07 -0.04 0.05
0.07 0.16 0.06
0.09 -0.03 -0.14
-0.16 0.05 -0.01
0.00 0.03 -0.08
0.01 0.10 0.05


# 2
# C4H3BrF4

C4H3BrF4 in the gas phase (ωB97M-V/def2-TZVPD, OMol25).

The LUMO energy (alpha / beta) is 0.4 / -0.3 eV. As for the SMILES: C/C(F)=C(\Br)C(F)(F)F. The electronic energy is -85105.156 eV. The calculation puts the energy above the lowest of the compared OMol25 structures with the same formula, charge and spin at 44.8 kcal/mol. The strongest force on any atom comes out at 0.16971 hartree/bohr. Its charge is 0.

Geometry (Å):
C1 -0.019077 -0.122075 -0.031406
C2 -0.390952 0.454672 1.311285
F1 0.098895 0.059336 2.416476
C3 -1.768817 1.620389 1.321325
Br1 -2.357769 2.234028 -0.272034
C4 -2.177724 2.338748 2.573267
F2 -3.323942 1.983260 3.041141
F3 -1.235110 2.258664 3.491339
F4 -2.342491 3.631601 2.310544
H1 0.538517 0.583826 -0.576120
H2 0.602535 -0.933189 0.179181
H3 -0.992022 -0.096086 -0.461256

Force components x, y, z for each atom (eV/Å):
-0.85 1.89 2.71
-6.21 5.83 -1.91
0.65 -0.59 1.19
5.91 -5.17 1.30
-0.37 0.19 -1.10
1.50 0.56 -2.08
-2.06 -1.57 1.35
0.54 -0.52 1.11
0.21 1.66 -0.36
0.92 1.13 -0.70
0.30 -2.03 -0.39
-0.55 -1.38 -1.11


# 3
# C2H4Cl3N2

2 unconnected molecules or ions with the total composition C2H4Cl3N2 (ωB97M-V/def2-TZVPD, OMol25).

The LUMO energy is -4.8 eV. The electronic energy is -42678.139 eV. The calculation puts the energy above the lowest of the compared OMol25 structures with the same formula, charge and spin at 21.2 kcal/mol. The strongest force on any atom comes out at 0.07330 hartree/bohr. Its charge is +1.

Geometry (Å):
C1 0.697019 1.137059 0.231890
C2 -1.138301 -1.199814 -0.654186
N1 -1.380791 -0.148056 -0.074908
N2 1.752981 0.519515 0.643571
Cl1 -2.368026 -2.245034 -1.208402
Cl2 0.412837 -1.713668 -1.129162
Cl3 0.144917 2.341331 1.123466
H1 0.247193 0.969460 -0.647476
H2 -2.348971 0.101580 -0.019204
H3 1.838086 -0.408968 0.170567
H4 2.143055 0.646595 1.563843

Force components x, y, z for each atom (eV/Å):
2.72 0.39 2.58
-1.31 -1.25 -1.01
0.75 1.37 0.83
-0.73 -2.33 -1.38
-0.25 -0.53 -0.21
0.77 -0.36 -0.05
-1.16 2.34 1.29
-0.93 -0.70 -3.07
-0.67 -0.11 0.32
0.75 1.00 0.52
0.06 0.16 0.20


# 4
# C2H2N4O2

C2H2N4O2 in the gas phase (ωB97M-V/def2-TZVPD, OMol25).

The LUMO energy is -0.8 eV. As for the SMILES: [H]/N=c1/nnon1C=O. The electronic energy is -12157.734 eV. The calculation puts the energy above the lowest of the compared OMol25 structures with the same formula, charge and spin at 115.6 kcal/mol. The strongest force on any atom comes out at 0.04257 hartree/bohr. Its charge is 0.

Geometry (Å):
H1 -1.113334 1.671766 0.240753
N1 -0.159136 1.950563 0.101025
C1 0.487277 0.870619 -0.047605
N2 1.942501 0.703538 -0.195661
N3 2.305429 -0.436155 -0.075365
O1 1.109690 -1.327368 0.099628
N4 0.069936 -0.462486 0.090822
C2 -1.218398 -0.865272 -0.080563
O2 -2.168188 -0.129776 -0.146989
H2 -1.255773 -1.975425 0.013954

Force components x, y, z for each atom (eV/Å):
-0.89 0.19 0.13
1.69 -1.17 -0.74
0.43 0.22 0.82
-0.39 0.73 0.21
-0.95 -0.20 -0.24
0.86 -0.20 0.01
-0.34 1.70 -0.42
-0.26 -1.87 0.83
0.18 0.22 -0.19
-0.34 0.40 -0.41


# 5
# C2H4N3O

2 unconnected molecules or ions with the total composition C2H4N3O (ωB97M-V/def2-TZVPD, OMol25).

The LUMO energy is -6.5 eV. The electronic energy is -8646.159 eV. The calculation puts the energy above the lowest of the compared OMol25 structures with the same formula, charge and spin at 63.6 kcal/mol. The strongest force on any atom comes out at 0.09154 hartree/bohr. Its charge is +1.

Geometry (Å):
C1 -1.760311 -0.482561 -0.146777
C2 0.602160 -0.900499 -0.199952
N1 0.727875 1.968765 0.580856
N2 -0.592404 -0.149301 -0.036525
N3 -0.384484 1.820249 0.522943
O1 -2.888715 -0.679395 -0.307506
H1 1.387025 -0.215612 -0.515119
H2 0.981860 -1.284036 0.736408
H3 0.372751 -1.599330 -1.016456
H4 1.554245 1.521716 0.382132

Force components x, y, z for each atom (eV/Å):
-1.72 -0.24 -0.64
0.18 -0.03 -0.58
-4.35 1.74 0.45
-0.72 0.53 0.63
1.51 0.22 0.25
1.10 0.15 0.41
0.22 0.13 -0.60
-0.30 -0.76 0.14
0.94 -0.22 0.49
3.15 -1.51 -0.55


# 6
# C25H23N4ORhS4

A molecular structure, C25H23N4ORhS4 (ωB97M-V/def2-TZVPD, OMol25).

Its spin multiplicity is 5. The LUMO energy (alpha / beta) is -0.4 / -2.9 eV. The electronic energy is -80654.924 eV. The calculation puts the energy above the lowest of the compared OMol25 structures with the same formula, charge and spin at 0.0 kcal/mol. The expectation value of S² is 6.072. The strongest force on any atom comes out at 0.02214 hartree/bohr. Its charge is 0.

Geometry (Å):
Rh1 0.059269 0.315502 0.030874
S1 6.810636 -2.636016 1.538644
N1 6.399541 -1.410367 0.567208
C1 5.112881 -1.201095 0.751702
C2 4.308389 -0.178963 0.068452
C3 4.812348 0.724250 -0.822995
C4 3.948903 1.666814 -1.432011
C5 2.610487 1.614011 -1.125323
N2 2.079835 0.723862 -0.272967
C6 2.916865 -0.168616 0.380168
C7 2.335617 -1.047452 1.309024
N3 0.969626 -0.980144 1.507207
C8 0.385218 -1.799441 2.384170
C9 1.078226 -2.740163 3.116814
C10 2.462840 -2.852087 2.907821
C11 3.093154 -2.024473 2.016119
C12 4.523649 -2.091500 1.705653
N4 5.380079 -2.949833 2.219527
H1 5.873211 0.706243 -1.048206
H2 4.315276 2.412413 -2.123207
H3 1.906917 2.301232 -1.580576
H4 -0.686312 -1.680715 2.488177
H5 0.554761 -3.373619 3.817821
H6 3.050981 -3.590971 3.441501
S2 -3.354863 2.512908 1.885271
C13 -2.180746 1.674133 1.173931
S3 -0.496726 2.223174 1.043391
S4 -2.242664 0.108511 0.436313
C14 3.246338 -4.109653 -1.979169
C15 2.315159 -2.970627 -1.533840
C16 0.999347 -3.566038 -1.023839
C17 2.128517 -1.913926 -2.610368
C18 3.085921 -1.666013 -3.564327
C19 2.873341 -0.735047 -4.595195
C20 1.649486 -0.055011 -4.735870
C21 0.666585 -0.192160 -3.800984
C22 -0.659943 0.503456 -3.978936
C23 -1.855575 -0.424264 -3.745667
C24 -0.786967 1.788857 -3.155058
C25 0.954373 -1.034758 -2.638425
O1 0.192544 -0.966910 -1.648575
H7 3.271824 -4.868972 -1.196977
H8 4.276326 -3.791490 -2.140968
H9 2.881162 -4.580860 -2.896865
H10 2.800763 -2.476670 -0.692927
H11 0.443338 -4.038354 -1.840979
H12 0.350014 -2.832439 -0.550009
H13 1.231450 -4.337495 -0.288254
H14 4.022246 -2.202453 -3.541551
H15 3.657969 -0.572027 -5.324243
H16 1.484796 0.592178 -5.590332
H17 -0.670959 0.801009 -5.029101
H18 -1.967733 -0.670029 -2.688188
H19 -1.756816 -1.354527 -4.310544
H20 -2.769165 0.073927 -4.074209
H21 -0.773766 1.595385 -2.084598
H22 -1.742369 2.269971 -3.374613
H23 0.012168 2.495323 -3.389759

Force components x, y, z for each atom (eV/Å):
-0.52 0.69 0.74
0.39 -0.16 0.03
0.01 -0.04 0.05
-0.44 0.29 -0.13
0.13 -0.34 0.31
0.10 0.21 -0.23
0.14 -0.13 0.10
-0.11 -0.18 0.12
0.33 -0.06 -0.09
-0.23 0.25 -0.05
-0.15 -0.03 0.04
0.29 -0.06 -0.18
0.01 0.04 0.00
-0.01 0.06 -0.06
0.06 -0.17 0.14
0.34 0.00 -0.08
-0.52 0.19 -0.06
0.01 0.04 -0.03
-0.08 0.02 0.00
0.01 -0.05 0.02
-0.03 0.00 0.00
-0.03 0.00 -0.02
0.03 0.02 -0.02
-0.05 0.04 -0.03
-0.24 0.18 0.12
0.17 -0.13 0.01
0.03 -0.47 -0.32
0.25 0.06 -0.08
-0.08 0.09 -0.04
-0.09 -0.04 -0.17
-0.09 -0.16 0.08
-0.01 0.16 -0.09
-0.13 0.11 -0.18
-0.09 -0.03 0.07
0.38 -0.08 -0.06
0.15 -0.20 0.15
-0.06 -0.03 0.12
-0.06 -0.03 0.07
0.00 0.07 -0.11
0.09 -0.06 -0.30
-0.14 0.00 0.11
-0.01 0.01 -0.01
-0.02 0.07 -0.02
0.02 0.03 0.06
0.02 0.11 0.11
0.04 0.03 0.04
0.15 -0.18 -0.05
-0.02 -0.03 -0.02
0.03 -0.05 -0.02
-0.03 -0.02 0.02
0.06 -0.04 0.01
-0.05 0.03 -0.09
0.00 0.03 -0.10
0.01 0.04 0.02
0.02 -0.02 0.01
0.01 -0.06 0.11
0.04 0.00 -0.01
-0.01 -0.03 0.01


- What is the formula in the fifth record?
  C2H4N3O


- The lowest electronic energy belongs to which entry?
  C4H3BrF4


- Which formula does entry 6 have?
  C25H23N4ORhS4